1.
This record from OMol25 describes an isolated molecule of C6H9N. The level of theory is ωB97M-V with the def2-TZVPD basis set.

Values from the calculation:
**LUMO**: 1.051 eV
**Energy relative to the best compared isomer or geometry (same formula, charge and spin)**: 1.11 kcal/mol
**Orbital gap**: 8.892 eV
**F_max**: 0.00357 hartree/bohr
**SMILES**: Cc1c[nH]c(C)c1
**Highest occupied orbital energy**: -7.8 eV

Atoms and positions in Å:
C -2.58 -0.45 -0.18
C -1.15 0.00 -0.05
C -0.70 1.26 0.24
N 0.67 1.24 0.28
C 1.12 -0.03 0.02
C 2.57 -0.38 0.01
C 0.01 -0.82 -0.19
H -3.27 0.40 -0.08
H -2.84 -1.18 0.60
H -2.76 -0.92 -1.15
H -1.25 2.18 0.43
H 1.26 2.03 0.47
H 3.03 -0.26 1.00
H 2.69 -1.43 -0.28
H 3.14 0.23 -0.70
H 0.04 -1.87 -0.42

2.
This record from OMol25 describes an isolated molecule of C6H9N in a non-equilibrium geometry. The level of theory is ωB97M-V with the def2-TZVPD basis set.

Values from the calculation:
**LUMO**: 1.026 eV
**Energy relative to the best compared isomer or geometry (same formula, charge and spin)**: 111.69 kcal/mol
**Orbital gap**: 9.466 eV
**F_max**: 0.02911 hartree/bohr
**SMILES**: C[C@]12C[C@H]1[C@H]1N[C@H]12
**Highest occupied orbital energy**: -8.4 eV

Atoms and positions in Å:
C 1.53 -0.67 1.02
C 0.42 -0.27 0.06
C 0.40 0.91 -1.24
C -0.22 1.06 0.10
C -1.58 0.29 0.17
N -1.75 -0.59 -0.97
C -0.89 -1.04 0.10
H 1.36 -0.25 2.03
H 2.49 -0.28 0.69
H 1.62 -1.76 1.16
H 1.42 1.16 -1.45
H -0.22 1.28 -2.09
H 0.00 1.87 0.77
H -2.40 0.57 0.81
H -1.13 -0.28 -1.71
H -1.05 -2.01 0.56

3.
This record from OMol25 describes a structure of composition C6H9N. The level of theory is ωB97M-V with the def2-TZVPD basis set.

Values from the calculation:
**LUMO**: 0.884 eV
**Energy relative to the best compared isomer or geometry (same formula, charge and spin)**: 134.94 kcal/mol
**Orbital gap**: 8.682 eV
**F_max**: 0.01197 hartree/bohr
**Highest occupied orbital energy**: -7.8 eV

Atoms and positions in Å:
C -0.66 1.19 0.93
C 0.06 0.33 -0.18
C 1.20 -0.63 0.21
C 0.21 -1.79 -0.06
C -0.68 -0.82 -0.87
C 0.17 1.69 -0.60
N 0.26 2.85 -0.95
H -1.73 0.99 0.97
H -0.37 2.63 0.17
H -0.14 1.15 1.89
H 1.61 -0.52 1.21
H 2.01 -0.61 -0.52
H 0.60 -2.67 -0.58
H -0.29 -2.11 0.86
H -0.45 -0.86 -1.94
H -1.76 -0.86 -0.72

4.
This record from OMol25 describes an isolated molecule of C6H9N in a non-equilibrium geometry. The level of theory is ωB97M-V with the def2-TZVPD basis set.

Values from the calculation:
**LUMO**: 0.296 eV
**Energy relative to the best compared isomer or geometry (same formula, charge and spin)**: 104.46 kcal/mol
**Orbital gap**: 8.429 eV
**F_max**: 0.04985 hartree/bohr
**Highest occupied orbital energy**: -8.1 eV

Atoms and positions in Å:
C -0.97 -0.50 -0.87
C -1.28 0.45 1.38
C -0.73 1.74 0.82
C 0.36 1.46 0.11
C 0.31 -0.05 0.07
C 1.46 -0.92 -0.37
N -0.16 -0.31 1.46
H -1.33 -1.51 -0.63
H -1.89 0.11 -0.95
H -0.53 -0.49 -1.86
H -1.23 2.67 1.04
H 1.11 2.11 -0.35
H 1.14 -1.97 -0.32
H 1.66 -0.69 -1.42
H 2.37 -0.80 0.22
H -0.27 -1.30 1.66

5.
This record from OMol25 describes a structure of composition C6H9N in a non-equilibrium geometry. The level of theory is ωB97M-V with the def2-TZVPD basis set.

Values from the calculation:
**LUMO**: -0.143 eV
**Energy relative to the best compared isomer or geometry (same formula, charge and spin)**: 178.05 kcal/mol
**Orbital gap**: 7.768 eV
**F_max**: 0.06150 hartree/bohr
**Highest occupied orbital energy**: -7.9 eV

Atoms and positions in Å:
C 0.22 -0.12 -0.97
C -0.48 -0.64 0.11
C 0.25 2.12 1.02
C 0.84 0.76 0.83
N 1.89 0.35 1.38
C -0.80 -1.75 -2.04
C -1.54 -2.62 -1.58
H 2.16 -0.60 1.14
H -0.23 0.68 -1.55
H 1.21 -0.43 -1.29
H -0.18 -1.52 0.65
H -1.45 -0.22 0.35
H -0.79 2.04 1.35
H 0.82 2.67 1.77
H 0.27 2.67 0.08
H -2.18 -3.41 -1.27

6.
This record from OMol25 describes an isolated molecule of C6H9N. The level of theory is ωB97M-V with the def2-TZVPD basis set.

Values from the calculation:
**LUMO**: 0.925 eV
**Energy relative to the best compared isomer or geometry (same formula, charge and spin)**: 142.13 kcal/mol
**Orbital gap**: 8.435 eV
**F_max**: 0.01002 hartree/bohr
**Highest occupied orbital energy**: -7.5 eV

Atoms and positions in Å:
C 1.44 1.47 0.02
C 0.74 0.31 -0.70
N 2.28 0.42 -0.17
C 0.84 -1.22 -0.06
C -0.36 -0.43 0.01
C -1.35 -0.03 1.02
C -1.79 -0.57 -0.33
H 1.10 1.80 1.02
H 1.43 2.31 -0.70
H 0.65 0.39 -1.79
H 1.42 -1.44 0.83
H 0.97 -1.93 -0.87
H -1.48 1.04 1.20
H -1.47 -0.67 1.89
H -2.20 -1.58 -0.36
H -2.22 0.13 -1.04

7.
This record from OMol25 describes an isolated molecule of C6H9N in a non-equilibrium geometry. The level of theory is ωB97M-V with the def2-TZVPD basis set.

Values from the calculation:
**LUMO**: 0.857 eV
**Energy relative to the best compared isomer or geometry (same formula, charge and spin)**: 98.86 kcal/mol
**Orbital gap**: 9.517 eV
**F_max**: 0.09035 hartree/bohr
**SMILES**: C=N[C@@]1(C)CC1=C
**Highest occupied orbital energy**: -8.7 eV

Atoms and positions in Å:
C 1.74 1.53 0.04
N 1.43 0.44 -0.52
C 0.49 -0.49 0.02
C 0.56 -1.95 -0.38
C -0.52 -0.11 1.16
C -1.08 0.21 -0.15
C -1.97 0.92 -0.77
H 2.45 2.13 -0.39
H 1.30 1.89 0.93
H -0.26 -2.47 0.12
H 1.57 -2.39 0.01
H 0.48 -2.16 -1.46
H -0.26 0.86 1.84
H -1.07 -0.97 1.73
H -2.07 1.02 -1.90
H -2.79 1.52 -0.29

8.
This record from OMol25 describes the ion C6H9N with charge +1. The level of theory is ωB97M-V with the def2-TZVPD basis set.

Values from the calculation:
**LUMO (spin up / spin down)**: -3.554 / -7.403 eV
**Energy relative to the best compared isomer or geometry (same formula, charge and spin)**: 12.78 kcal/mol
**Orbital gap (spin up / spin down)**: 11.109 / 7.593 eV
**F_max**: 0.01884 hartree/bohr
**Expectation value of S²**: 0.7642
**Total charge**: +1
**Highest occupied orbital energy (spin up / spin down)**: -14.7 / -15.0 eV
**Spin multiplicity**: 2

Atoms and positions in Å:
C -1.44 0.41 2.10
C 0.01 0.64 1.67
C 0.20 0.19 0.27
C 0.70 -1.09 -0.18
N 0.77 -1.07 -1.51
C 0.22 0.11 -1.96
C -0.15 0.89 -0.87
H -1.74 -0.64 2.12
H -1.60 0.86 3.08
H -2.14 0.91 1.42
H 0.23 1.70 1.71
H 0.65 0.11 2.37
H 0.93 -1.99 0.38
H 0.87 -1.92 -2.05
H 0.24 0.41 -3.00
H -0.42 1.93 -0.83

9.
This record from OMol25 describes the ion C6H9N2 with charge +1 in a non-equilibrium geometry. The level of theory is ωB97M-V with the def2-TZVPD basis set.

Values from the calculation:
**LUMO**: -3.676 eV
**Energy relative to the best compared isomer or geometry (same formula, charge and spin)**: 155.22 kcal/mol
**Orbital gap**: 9.483 eV
**F_max**: 0.09027 hartree/bohr
**Total charge**: +1
**Highest occupied orbital energy**: -13.2 eV

Atoms and positions in Å:
C -1.92 1.52 -0.24
C -0.66 1.46 0.14
C 1.01 -0.84 0.09
C -0.01 -1.77 0.23
C -1.41 -1.14 -0.40
C 2.56 1.18 -0.04
N 1.83 -0.04 -0.04
N -1.58 0.24 0.36
H -2.62 1.92 -0.86
H 0.27 -2.70 -0.26
H -0.24 -1.97 1.35
H -1.38 -1.02 -1.46
H -2.28 -1.67 -0.05
H 3.47 1.23 0.59
H 1.95 2.03 0.26
H 2.88 1.37 -1.03
H -1.87 0.18 1.36

10.
This record from OMol25 describes a cluster of 2 separate species, C6H9N2O2 in total in a non-equilibrium geometry. The level of theory is ωB97M-V with the def2-TZVPD basis set.

Values from the calculation:
**LUMO**: 3.654 eV
**Energy relative to the best compared isomer or geometry (same formula, charge and spin)**: 60.35 kcal/mol
**Orbital gap**: 8.182 eV
**F_max**: 0.13104 hartree/bohr
**Total charge**: -1
**Highest occupied orbital energy**: -4.5 eV

Atoms and positions in Å:
C 2.37 1.72 -0.04
C 1.97 2.22 -1.44
O 0.77 1.62 -1.66
O 2.69 2.82 -2.25
H 3.10 2.27 0.45
H 2.64 0.57 -0.09
H 1.59 1.60 0.71
C -2.52 -1.34 1.71
C -0.20 -1.81 -0.87
C -0.91 0.04 0.13
C -1.57 -1.16 0.64
N -0.07 -0.41 -0.85
N -1.08 -2.30 0.05
H 0.41 0.20 -1.54
H 0.42 -2.39 -1.53
H -1.43 0.85 0.44
H -1.97 -2.18 2.44
H -3.48 -1.73 1.23
H -2.74 -0.59 2.48

11.
This record from OMol25 describes a structure of composition C6H9N2O2 in a non-equilibrium geometry. The level of theory is ωB97M-V with the def2-TZVPD basis set.

Values from the calculation:
**LUMO**: 3.767 eV
**Energy relative to the best compared isomer or geometry (same formula, charge and spin)**: 84.41 kcal/mol
**Orbital gap**: 7.546 eV
**F_max**: 0.05861 hartree/bohr
**Total charge**: -1
**Highest occupied orbital energy**: -3.8 eV

Atoms and positions in Å:
C 2.00 -1.26 -1.09
C 0.92 0.20 -1.08
C -0.51 -0.21 -0.64
C 1.84 1.16 -0.45
C -0.79 -1.74 -0.60
C -1.08 0.58 0.55
N 0.32 0.67 -2.27
N -0.86 0.32 -1.96
O 2.18 -1.76 -0.01
O 2.31 -1.53 -2.22
H 1.35 2.08 -0.07
H 2.43 1.50 -1.31
H 2.21 0.54 0.44
H -1.88 -1.84 -0.58
H -0.33 -2.30 0.25
H -0.19 -2.21 -1.49
H -2.13 0.26 0.75
H -0.87 1.66 0.41
H -0.63 0.20 1.44

12.
This record from OMol25 describes a cluster of 2 separate species, C6H9N2O2 in total in a non-equilibrium geometry. The level of theory is ωB97M-V with the def2-TZVPD basis set.

Values from the calculation:
**LUMO**: 3.039 eV
**Energy relative to the best compared isomer or geometry (same formula, charge and spin)**: 46.63 kcal/mol
**Orbital gap**: 6.354 eV
**F_max**: 0.03395 hartree/bohr
**Total charge**: -1
**Highest occupied orbital energy**: -3.3 eV

Atoms and positions in Å:
C 1.92 0.37 1.26
C 1.21 -0.85 0.79
C -0.16 -1.95 -0.44
C 1.46 -2.17 1.01
N 0.14 -0.73 -0.10
N 0.56 -2.90 0.28
H -0.87 -2.31 -1.18
H 2.57 0.71 0.42
H 2.53 0.17 2.13
H 0.80 -3.84 0.00
H 2.20 -2.53 1.67
H 1.21 1.17 1.48
C -2.35 2.16 -0.50
C -1.44 2.07 -1.79
O -0.32 1.54 -1.69
O -1.91 2.70 -2.78
H -1.78 1.98 0.39
H -2.96 1.28 -0.52
H -2.83 3.11 -0.43